1.
Here is a molecular structure, C21H15F6IIrN8P at a distorted geometry from the OMol25 dataset. Energies are from ωB97M-V with the def2-TZVPD basis set.

Geometry as XYZ:
```
53
Properties=species:S:1:pos:R:3:forces:R:3:lowdin_charge:R:1
Ir 0.010945 1.193339 0.337150 -2.1 0.3 0.0 1.65
C -2.564817 3.782660 -2.450212 -1.0 -0.9 -0.7 -0.02
C -1.754233 3.309384 -1.463598 1.2 -0.2 1.0 -0.08
N -1.299221 2.054552 -1.400815 -0.6 0.2 -0.2 0.01
C -1.792704 1.184431 -2.285550 0.0 0.1 0.3 -0.17
C -2.736918 1.645238 -3.212591 -0.1 -0.3 -0.4 -0.03
N -3.126980 2.906215 -3.308359 0.8 0.9 0.4 0.16
C -1.316435 -0.225175 -2.141294 0.8 2.0 1.9 -0.15
C -1.637308 -1.172540 -3.022635 2.8 -4.8 2.1 0.10
C -1.090806 -2.527566 -2.802258 0.3 1.3 0.6 -0.03
C -0.245433 -2.727232 -1.699127 -0.6 -0.4 -1.0 0.08
C 0.048927 -1.647272 -0.868137 -0.5 0.7 0.3 -0.18
N -0.503277 -0.448536 -1.031586 -0.2 -0.2 -1.8 0.02
C 0.931787 -1.750572 0.288588 0.7 1.4 1.4 -0.18
C 1.351376 -2.938048 0.780071 1.0 -1.6 0.8 -0.01
N 2.075282 -3.038777 1.922472 -0.7 -2.6 -0.6 0.16
C 2.429399 -2.001061 2.583950 0.3 0.8 0.0 -0.07
C 2.165919 -0.794635 2.003730 -0.7 2.9 -1.3 -0.08
N 1.380544 -0.595597 0.940409 -0.2 -1.7 -0.6 0.00
C -1.360224 -3.703192 -3.725473 -0.4 2.1 4.2 -0.15
C -1.498875 -4.947330 -3.120685 0.2 -1.1 -0.5 0.06
C -1.574549 -6.032148 -4.007408 0.1 -2.5 1.9 0.00
N -1.688656 -5.894436 -5.309789 -0.2 3.5 2.3 0.34
C -1.836469 -4.661230 -5.737396 0.6 0.6 -2.0 0.02
C -1.604230 -3.469869 -5.018928 0.4 -2.1 -1.0 0.07
H -2.779176 4.843154 -2.480848 -0.4 -0.1 -0.3 0.14
H -1.434228 3.943734 -0.664113 0.0 0.3 0.1 0.08
H -3.202826 0.999104 -3.949304 0.1 -0.2 0.2 0.13
H -2.338168 -1.084594 -3.729156 -2.3 0.8 -2.8 0.09
H 0.173795 -3.723159 -1.486008 -0.1 0.8 -0.3 0.13
H 1.163800 -3.897587 0.265856 0.1 0.7 0.5 0.14
H 2.978957 -1.927257 3.520319 0.0 -1.1 -0.1 0.15
H 2.690660 0.066659 2.379914 -0.2 0.5 0.2 0.12
H -1.498914 -5.208459 -2.023272 0.2 0.6 -1.5 0.17
H -1.454716 -6.998212 -3.489715 -0.3 0.0 -0.8 0.18
H -1.945380 -4.424236 -6.744868 -0.6 -0.5 -2.1 0.15
H -1.452290 -2.516588 -5.496231 -0.4 -0.1 -0.4 0.16
I 0.628025 6.939309 2.540836 -0.3 0.3 0.0 1.04
C 0.419411 4.930531 2.228012 1.4 -0.3 -0.6 -0.71
C 0.850035 3.949347 3.141362 0.1 0.9 0.7 -0.08
N 0.956031 2.813272 2.485310 -0.4 -0.3 0.2 0.02
N 0.553302 2.986832 1.198737 1.5 -4.2 0.0 -0.22
C 0.378061 4.244101 0.984075 -1.1 3.0 0.3 -0.18
H 1.158292 3.994687 4.195557 -0.4 0.2 -0.6 0.16
H 1.146127 1.892227 2.872241 -0.2 0.4 -0.2 0.15
H 0.208084 4.599476 -0.049220 0.2 0.0 1.1 0.13
F -1.612833 1.063642 1.504558 1.3 0.0 -0.7 -0.45
P 3.610696 2.498017 7.774775 -0.5 1.2 0.3 0.34
F 2.656808 2.779938 8.978720 0.6 0.3 -0.9 -0.03
F 5.095402 2.349363 8.073409 0.5 -0.6 0.2 0.00
F 3.329836 0.965234 7.923641 0.2 -0.6 0.2 -0.09
F 3.859591 4.060920 7.504623 -0.7 -0.7 0.2 -0.12
F 3.098575 2.359943 6.290263 -0.1 0.4 0.0 -0.10
```
Forces are in eV/Å.

The value obtained for the energy above the lowest of the compared OMol25 structures with the same formula, charge and spin is 312.3 kJ/mol. As for the spin multiplicity: 6. Its molar mass is 843.5 g/mol. For the HOMO-LUMO gap (alpha / beta), the calculation gives 0.211 / 0.093 hartree. Its net charge is +3. As for the lowest unoccupied orbital energy (alpha / beta): -10.21 / -13.31 eV.

=====

2.
Here is a molecular structure, C41H61AsCdN4O3PSi at a distorted geometry from the OMol25 dataset. Energies are from ωB97M-V with the def2-TZVPD basis set.

Geometry as XYZ:
```
113
Properties=species:S:1:pos:R:3:forces:R:3:lowdin_charge:R:1
Cd -1.029383 -0.117107 -1.540775 -0.1 -0.2 -0.1 1.23
C -2.496108 2.328956 -5.435406 0.0 0.0 0.0 -0.02
N -3.494626 1.539991 -4.723865 0.2 0.0 0.0 -0.13
C -4.581014 1.008533 -5.533105 0.0 0.1 0.1 -0.03
C -3.383945 1.386969 -3.391863 0.1 0.1 -0.3 -0.45
O -2.438180 1.805367 -2.730020 0.0 0.2 -0.6 -0.04
C -4.505473 0.682419 -2.639365 0.3 -0.1 0.0 -0.12
O -4.045493 0.512922 -1.324890 -0.7 -0.3 0.4 -0.17
C -4.324128 1.605664 -0.478129 0.4 -0.2 0.0 -0.10
C -3.056330 1.992816 0.282062 -0.6 0.3 0.2 -0.38
O -1.968584 1.489247 0.005144 -0.2 -0.6 0.2 -0.09
N -3.212965 2.934559 1.225791 -0.1 -0.1 -0.1 -0.09
C -2.056907 3.419645 1.966371 -1.9 -0.7 0.7 -0.07
C -4.507810 3.397032 1.706643 -0.1 -0.1 -0.2 -0.03
H -2.997038 3.001531 -6.131613 0.0 0.0 0.0 0.10
H -1.814799 1.685094 -5.995365 0.0 0.0 0.0 0.09
H -1.924344 2.908030 -4.717901 0.0 0.0 0.0 0.08
H -5.358801 1.757360 -5.701188 0.0 0.0 0.0 0.10
H -5.031999 0.132171 -5.076666 0.0 0.0 0.0 0.08
H -4.180839 0.712425 -6.501648 0.0 0.0 0.0 0.10
H -4.728080 -0.304248 -3.045198 0.0 0.0 0.0 0.12
H -5.413106 1.291321 -2.686297 -0.1 -0.1 0.0 0.14
H -5.129176 1.340212 0.212456 0.0 0.0 0.0 0.14
H -4.626639 2.480849 -1.060272 -0.1 0.0 0.0 0.14
H -1.152371 3.049749 1.493486 -2.6 -0.3 1.1 0.00
H -2.097308 3.080743 3.004005 -0.3 0.1 0.0 0.12
H -2.045657 4.509459 1.949984 -0.5 -0.2 0.0 0.10
H -5.238501 3.482862 0.906757 0.0 0.0 0.0 0.08
H -4.379008 4.385105 2.141992 0.0 0.0 0.0 0.10
H -4.904376 2.733008 2.479312 0.0 0.0 0.0 0.10
N -2.266594 -1.802277 -0.166147 0.1 0.9 -0.1 -0.03
C -2.310130 -3.215493 0.230878 0.1 -0.3 -0.3 -0.26
C -3.133778 -4.080234 -0.718576 0.1 0.2 -0.2 -0.19
C -2.622855 -4.238493 -2.164423 0.0 0.3 0.1 -0.18
C -3.169177 -3.258194 -3.216432 0.0 -0.1 0.0 -0.27
N -2.304887 -2.090032 -3.447653 -0.1 0.1 0.2 -0.03
H -2.066346 -1.227820 0.646834 -0.1 -0.1 0.2 0.03
H -3.175189 -1.502031 -0.501907 -0.2 0.0 0.0 0.05
H -2.737644 -3.320308 1.233051 0.0 0.1 0.0 0.12
H -1.287187 -3.590579 0.282986 0.0 0.0 0.0 0.10
H -4.162570 -3.703392 -0.746705 0.0 -0.1 0.1 0.11
H -3.176155 -5.071438 -0.263547 -0.1 0.0 0.0 0.11
H -2.902590 -5.237719 -2.498571 0.1 0.0 0.0 0.11
H -1.528970 -4.190583 -2.169953 0.0 -0.1 0.0 0.11
H -4.152090 -2.896657 -2.899736 0.0 0.0 0.0 0.10
H -3.315939 -3.812126 -4.149036 -0.1 0.0 0.0 0.11
H -2.673223 -1.545877 -4.222390 0.0 0.0 0.0 0.06
H -1.395259 -2.413172 -3.761153 0.0 0.1 0.0 0.04
C 2.603017 0.087400 1.665985 0.0 -0.1 -0.3 -0.40
C 3.644479 0.990221 1.021668 -0.1 0.0 0.2 -0.43
As 5.525080 0.539801 1.512906 -0.1 0.0 -0.1 1.30
C 5.295105 -1.374335 1.123792 0.0 0.0 0.0 -0.42
C 5.005059 -2.370329 2.051439 0.0 0.0 0.0 -0.12
C 4.696044 -3.657918 1.630309 0.0 0.0 0.0 -0.09
C 4.655911 -3.961378 0.276919 0.0 0.0 0.0 -0.09
C 4.963083 -2.980290 -0.655989 0.0 0.0 0.0 -0.09
C 5.290003 -1.701005 -0.231757 0.0 0.1 0.0 -0.14
C 5.350073 0.555970 3.458694 0.0 0.0 0.0 -0.42
C 6.202901 -0.225069 4.236558 0.0 0.0 -0.1 -0.14
C 6.124692 -0.198975 5.621262 0.0 0.0 0.0 -0.08
C 5.207401 0.630427 6.251057 0.0 0.0 0.0 -0.09
C 4.392271 1.454086 5.488412 0.0 0.0 0.0 -0.08
C 4.467180 1.419121 4.103068 0.0 0.0 -0.1 -0.13
P 0.902523 0.200060 0.923040 0.1 0.1 0.5 1.03
C 0.147117 -0.999479 2.090973 0.0 0.0 -0.1 -0.40
C -0.745367 -0.713556 3.117832 -0.1 0.0 -0.1 -0.09
C -1.176334 -1.719403 3.976279 0.0 0.0 0.0 -0.08
C -0.714388 -3.016984 3.821105 0.0 0.0 0.0 -0.08
C 0.150314 -3.320475 2.777042 0.0 0.0 0.0 -0.08
C 0.561406 -2.323144 1.908273 0.1 0.0 0.1 -0.13
C 0.477954 1.883218 1.506267 0.7 -0.1 0.1 -0.39
C 0.196019 2.829106 0.521130 1.8 0.3 -0.8 -0.16
C 0.031396 4.168024 0.849467 2.3 0.6 -0.7 -0.11
C 0.151195 4.575822 2.169795 1.4 0.3 0.0 -0.11
C 0.427556 3.641756 3.160697 0.2 0.3 -0.1 -0.07
C 0.598262 2.305379 2.831031 0.1 -0.2 -0.2 -0.09
H 2.518185 0.283407 2.735396 0.0 0.0 0.0 0.07
H 2.890566 -0.959072 1.556691 0.0 0.0 0.0 0.05
H 3.464970 2.040360 1.263427 0.0 0.0 0.0 0.06
H 3.608662 0.910419 -0.066097 0.1 0.0 0.0 0.03
H 4.996666 -2.145458 3.109725 0.0 0.0 0.0 0.09
H 4.477292 -4.422519 2.365414 0.0 0.0 0.0 0.10
H 4.385093 -4.957358 -0.049732 0.1 0.0 0.0 0.10
H 4.951410 -3.212109 -1.713550 0.0 0.0 0.0 0.10
H 5.534024 -0.937066 -0.963463 0.0 0.0 0.0 0.09
H 6.941538 -0.857025 3.756001 0.0 0.0 0.0 0.10
H 6.787239 -0.819577 6.210691 0.0 0.0 0.0 0.11
H 5.138118 0.644390 7.330788 0.0 0.0 0.0 0.10
H 3.702769 2.133612 5.973848 0.0 0.0 0.0 0.10
H 3.836323 2.084066 3.522812 0.0 0.0 0.0 0.09
H -1.112088 0.296220 3.243706 0.0 0.1 0.1 0.09
H -1.864625 -1.483219 4.778278 0.0 0.0 0.0 0.11
H -1.024842 -3.788667 4.513390 0.0 0.0 0.0 0.11
H 0.508009 -4.333829 2.644663 0.0 0.0 0.0 0.11
H 1.232677 -2.564235 1.088656 0.0 0.0 0.0 0.11
H 0.108692 2.510314 -0.512441 0.0 0.1 0.1 0.09
H -0.177701 4.893387 0.073646 -0.1 0.0 0.0 0.13
H 0.049870 5.622319 2.426633 -0.1 0.0 0.0 0.12
H 0.523971 3.958548 4.191664 0.0 0.0 0.0 0.12
H 0.834577 1.590067 3.610792 0.0 0.0 0.0 0.11
C 1.219197 2.031316 -3.597844 -0.2 0.0 0.1 -0.24
Si 0.792714 0.225079 -3.242141 0.3 -0.1 -0.1 0.35
C 0.399621 -0.587509 -4.914557 -0.1 0.1 0.1 -0.26
C 2.364831 -0.591232 -2.579156 -0.1 0.0 -0.1 -0.28
H 1.971455 2.097972 -4.388040 0.0 0.0 0.0 0.03
H 1.627103 2.520786 -2.709985 0.0 0.0 0.0 0.01
H 0.344909 2.602858 -3.915691 0.0 0.0 0.0 0.00
H 1.156754 -0.325051 -5.657066 0.0 0.0 0.0 0.03
H -0.570641 -0.259914 -5.298914 0.0 0.0 0.0 -0.01
H 0.384923 -1.677573 -4.839109 0.0 0.0 0.0 0.01
H 3.198315 -0.520549 -3.283236 0.0 0.0 0.0 0.03
H 2.202267 -1.648125 -2.350349 0.0 0.0 0.0 0.02
H 2.670815 -0.109327 -1.650051 0.0 0.0 0.0 -0.03
```
Forces are in eV/Å.

Its molar mass is 904.4 g/mol. For the HOMO-LUMO gap, the calculation gives 0.293 hartree. Its net charge is +1. As for the lowest unoccupied orbital energy: -1.79 eV.

=====

| no. | total energy (hartree) |
| --- | --- |
| 1 | -2588.79597 |
| 2 | -5077.78215 |